Record 1
{"formula": "C6H14N4O", "method": "wB97M-V/def2-TZVPD", "e_homo_ev": -17.87, "multiplicity": 1, "gap_ev": 9.2158, "fmax_ev_per_a": 5.73, "smiles": "CC(=O)C(=[NH2+])C[N+](C)=C(N)N", "energy_ev": -14439.1540, "total_charge": 2, "species": ["C", "C", "O", "C", "N", "C", "N", "C", "C", "N", "N", "H", "H", "H", "H", "H", "H", "H", "H", "H", "H", "H", "H", "H", "H"], "xyz": [[2.70, -0.45, 1.25], [1.22, -0.38, 1.07], [0.25, -1.00, 1.30], [1.01, 1.06, 0.36], [1.66, 2.06, 0.81], [0.08, 0.95, -0.82], [-1.18, 0.25, -0.56], [-1.96, 0.88, 0.48], [-1.34, -1.03, -1.03], [-0.63, -1.56, -2.06], [-2.26, -1.81, -0.51], [3.14, 0.14, 2.18], [3.30, -0.10, 0.46], [3.04, -1.51, 1.55], [1.31, 2.98, 0.61], [2.49, 1.96, 1.36], [-0.02, 1.90, -1.21], [0.84, 0.40, -1.44], [-2.29, 1.78, 0.21], [-2.95, 0.30, 0.55], [-1.44, 0.83, 1.50], [-0.72, -2.57, -2.17], [-0.70, -1.10, -2.96], [-2.67, -2.48, -1.16], [-2.86, -1.49, 0.22]]}

=====

Record 2
{"formula": "C9H18I2LiN4O4S", "method": "wB97M-V/def2-TZVPD", "e_homo_ev": -11.62, "multiplicity": 1, "gap_ev": 7.1026, "fmax_ev_per_a": 1.10, "energy_ev": -51009.2883, "total_charge": 1, "species": ["C", "C", "I", "C", "I", "C", "C", "C", "N", "N", "N", "O", "S", "O", "O", "O", "C", "C", "C", "N", "H", "H", "H", "H", "H", "H", "H", "H", "H", "H", "H", "H", "H", "H", "H", "H", "H", "H", "Li"], "xyz": [[3.12, 0.91, -0.72], [2.51, 1.43, 0.56], [4.08, 2.25, 1.75], [1.26, 1.46, 0.98], [0.81, 2.42, 2.79], [0.05, 0.87, 0.15], [-1.27, 1.01, 0.92], [-2.61, 0.35, 0.46], [-2.66, 0.27, -0.98], [-2.71, -0.99, 1.03], [-3.73, 1.13, 1.01], [0.05, 1.65, -1.07], [0.38, 0.83, -2.41], [1.57, 1.41, -2.93], [-0.76, 0.69, -3.23], [0.75, -0.52, -1.69], [0.24, -0.61, -0.32], [1.06, -1.55, 0.53], [1.30, -2.91, -0.14], [0.12, -3.74, -0.36], [2.85, -0.13, -0.88], [4.20, 0.96, -0.71], [2.77, 1.50, -1.56], [-1.43, 2.08, 1.05], [-1.09, 0.56, 1.90], [-3.03, 1.10, -1.41], [-3.25, -0.50, -1.28], [-2.71, -1.72, 0.33], [-3.57, -1.07, 1.57], [-3.75, 2.06, 0.60], [-3.64, 1.26, 2.01], [-0.75, -1.04, -0.40], [0.45, -1.71, 1.43], [2.01, -1.12, 0.86], [2.01, -3.47, 0.48], [1.77, -2.75, -1.11], [-0.54, -3.67, 0.41], [-0.37, -3.48, -1.21], [4.50, 4.77, 1.58]]}

=====

Record 3
{"formula": "C35H82BClN7O8P3S2", "method": "wB97M-V/def2-TZVPD", "e_homo_ev": -8.03, "multiplicity": 1, "gap_ev": 7.5672, "fmax_ev_per_a": 6.84, "smiles": "CCCCCCCCN(CCCCCCCC)C(=S)SCCCO[P@](=O)(OCC(=O)Cl)OB(C)O.CN(C)P(=O)(N(C)C)N(C)C.CN(C)P(=O)(N(C)C)N(C)C", "energy_ev": -127175.3805, "total_charge": 0, "species": ["C", "C", "C", "C", "C", "C", "C", "C", "N", "C", "C", "C", "C", "C", "C", "C", "C", "C", "S", "S", "C", "C", "C", "O", "P", "O", "O", "C", "C", "O", "Cl", "O", "B", "C", "O", "H", "H", "H", "H", "H", "H", "H", "H", "H", "H", "H", "H", "H", "H", "H", "H", "H", "H", "H", "H", "H", "H", "H", "H", "H", "H", "H", "H", "H", "H", "H", "H", "H", "H", "H", "H", "H", "H", "H", "H", "H", "H", "H", "H", "H", "H", "C", "N", "C", "P", "O", "N", "C", "C", "N", "C", "C", "H", "H", "H", "H", "H", "H", "H", "H", "H", "H", "H", "H", "H", "H", "H", "H", "H", "H", "C", "N", "C", "P", "O", "N", "C", "C", "N", "C", "C", "H", "H", "H", "H", "H", "H", "H", "H", "H", "H", "H", "H", "H", "H", "H", "H", "H", "H"], "xyz": [[-1.14, -4.47, 3.68], [0.37, -4.23, 3.76], [1.01, -4.50, 5.14], [0.20, -4.09, 6.38], [0.43, -2.65, 6.85], [0.12, -1.56, 5.80], [1.34, -0.65, 5.47], [1.59, -0.52, 3.95], [1.66, 0.90, 3.53], [2.39, 0.98, 2.23], [3.86, 1.40, 2.37], [4.85, 0.26, 2.05], [4.54, -0.40, 0.69], [4.27, -1.90, 0.88], [3.37, -2.46, -0.23], [3.59, -3.94, -0.57], [4.04, -4.83, 0.61], [0.38, 1.46, 3.35], [-0.13, 2.68, 4.27], [-0.67, 0.80, 2.04], [-1.90, -0.23, 2.88], [-3.25, 0.48, 3.08], [-4.17, 0.25, 1.89], [-4.99, -0.92, 2.16], [-6.50, -0.76, 1.77], [-6.77, -0.12, 0.48], [-7.11, 0.07, 2.99], [-8.53, 0.21, 2.97], [-9.21, -0.81, 3.87], [-10.06, -1.54, 3.49], [-8.65, -0.87, 5.54], [-7.21, -2.18, 1.89], [-6.84, -3.23, 1.03], [-7.93, -4.01, 0.24], [-5.50, -3.55, 0.88], [-1.44, -4.67, 2.65], [-1.48, -5.29, 4.31], [-1.67, -3.55, 3.95], [0.84, -4.92, 3.05], [0.60, -3.24, 3.38], [1.31, -5.54, 5.22], [1.94, -3.93, 5.18], [0.55, -4.73, 7.20], [-0.87, -4.28, 6.29], [1.44, -2.54, 7.26], [-0.24, -2.48, 7.69], [-0.63, -0.89, 6.22], [-0.31, -1.98, 4.89], [2.24, -1.07, 5.91], [1.18, 0.34, 5.89], [0.80, -1.00, 3.37], [2.53, -0.99, 3.68], [1.88, 1.76, 1.64], [2.27, 0.04, 1.68], [4.02, 1.72, 3.40], [4.10, 2.24, 1.73], [4.84, -0.47, 2.85], [5.85, 0.69, 2.05], [5.38, -0.31, 0.00], [3.68, 0.08, 0.22], [5.22, -2.44, 0.89], [3.79, -2.05, 1.85], [2.32, -2.27, 0.01], [3.58, -1.88, -1.13], [4.32, -4.06, -1.38], [2.66, -4.36, -0.95], [5.11, -5.01, 0.59], [3.57, -5.81, 0.50], [3.71, -4.44, 1.57], [-1.52, -0.50, 3.87], [-2.04, -1.16, 2.33], [-3.70, 0.02, 3.96], [-3.09, 1.55, 3.26], [-4.80, 1.13, 1.73], [-3.57, 0.04, 1.00], [-8.75, 1.20, 3.36], [-8.95, 0.11, 1.97], [-8.06, -3.57, -0.76], [-7.65, -5.06, 0.14], [-8.88, -3.98, 0.76], [-5.25, -4.17, 1.58], [3.18, 3.01, -5.25], [3.59, 2.20, -4.12], [4.11, 3.01, -3.02], [4.20, 0.57, -4.19], [3.69, 0.18, -2.83], [3.22, -0.39, -5.19], [2.50, 0.10, -6.35], [2.44, -1.43, -4.52], [5.33, 0.94, -5.46], [5.99, -0.26, -6.02], [6.43, 1.84, -5.04], [4.00, 3.34, -5.91], [2.68, 3.90, -4.89], [2.45, 2.50, -5.87], [5.16, 3.28, -3.13], [4.01, 2.47, -2.08], [3.54, 3.93, -2.93], [1.58, 0.63, -6.07], [2.20, -0.74, -6.98], [3.12, 0.75, -6.97], [1.57, -1.03, -4.01], [3.05, -1.97, -3.80], [2.11, -2.16, -5.27], [6.57, -0.81, -5.28], [6.66, 0.04, -6.83], [5.26, -0.95, -6.45], [6.95, 1.49, -4.15], [6.07, 2.85, -4.86], [7.16, 1.92, -5.85], [-2.54, 5.85, -2.06], [-1.80, 5.18, -3.11], [-1.78, 5.94, -4.36], [-1.63, 3.49, -3.29], [-0.37, 3.35, -4.07], [-1.22, 2.74, -1.82], [-1.64, 3.22, -0.51], [0.12, 2.16, -1.73], [-3.29, 3.05, -3.13], [-3.51, 1.59, -3.07], [-4.15, 3.55, -4.23], [-3.63, 5.73, -2.12], [-2.33, 6.92, -2.10], [-2.22, 5.53, -1.07], [-2.68, 5.79, -4.98], [-0.92, 5.66, -4.96], [-1.70, 7.01, -4.16], [-1.04, 4.07, -0.17], [-1.52, 2.41, 0.22], [-2.70, 3.49, -0.50], [0.90, 2.93, -1.58], [0.37, 1.60, -2.62], [0.16, 1.47, -0.89], [-3.17, 1.08, -3.98], [-4.57, 1.39, -2.94], [-2.99, 1.15, -2.22], [-3.77, 3.28, -5.22], [-4.26, 4.63, -4.18], [-5.15, 3.13, -4.12]]}

=====

Record 4
{"formula": "C38H53BaN4O16", "method": "wB97M-V/def2-TZVPD", "e_homo_ev": -11.54, "multiplicity": 1, "gap_ev": 8.8336, "fmax_ev_per_a": 3.56, "energy_ev": -79662.3520, "total_charge": 1, "species": ["Ba", "C", "C", "O", "O", "H", "H", "H", "C", "C", "C", "C", "C", "C", "N", "O", "O", "H", "H", "H", "H", "H", "C", "C", "C", "C", "C", "C", "N", "O", "O", "H", "H", "H", "H", "H", "C", "C", "C", "C", "C", "C", "N", "O", "O", "H", "H", "H", "H", "H", "C", "C", "C", "C", "C", "C", "N", "O", "O", "H", "H", "H", "H", "H", "C", "O", "C", "C", "O", "C", "H", "H", "H", "H", "H", "H", "H", "H", "H", "H", "C", "O", "C", "C", "O", "C", "H", "H", "H", "H", "H", "H", "H", "H", "H", "H", "C", "O", "C", "C", "O", "C", "H", "H", "H", "H", "H", "H", "H", "H", "H", "H"], "xyz": [[1.66, -1.92, -1.89], [0.02, 2.02, 0.23], [0.46, 0.67, -0.33], [-0.30, -0.25, -0.74], [1.67, 0.46, -0.37], [0.27, 2.86, -0.43], [0.53, 2.26, 1.16], [-1.04, 2.08, 0.47], [-0.19, 5.32, 2.31], [-0.21, 5.09, 3.72], [-1.41, 4.62, 4.21], [-2.60, 4.44, 3.37], [-2.48, 4.66, 2.04], [-1.23, 5.03, 1.47], [-3.89, 4.04, 3.97], [-4.86, 3.82, 3.27], [-3.97, 3.91, 5.20], [0.67, 5.79, 1.86], [0.64, 5.31, 4.34], [-1.33, 4.35, 5.25], [-3.41, 4.58, 1.49], [-0.99, 5.30, 0.45], [-2.12, 0.84, 3.24], [-3.36, 0.88, 2.65], [-4.23, -0.20, 2.70], [-3.89, -1.31, 3.52], [-2.67, -1.33, 4.16], [-1.80, -0.26, 4.03], [-4.84, -2.44, 3.64], [-4.49, -3.36, 4.43], [-5.89, -2.43, 2.98], [-1.42, 1.66, 3.17], [-3.57, 1.69, 1.97], [-5.25, -0.18, 2.36], [-2.37, -2.24, 4.66], [-0.81, -0.20, 4.46], [1.84, 0.39, 3.81], [2.03, -0.27, 5.02], [3.33, -0.68, 5.40], [4.41, -0.37, 4.55], [4.18, 0.23, 3.31], [2.89, 0.66, 2.90], [5.76, -0.73, 4.97], [5.93, -1.59, 5.83], [6.67, -0.08, 4.48], [0.86, 0.73, 3.50], [1.15, -0.44, 5.62], [3.45, -1.29, 6.27], [5.02, 0.39, 2.64], [2.71, 1.23, 1.99], [-4.28, 0.05, -3.18], [-4.50, 0.89, -4.22], [-3.93, 2.19, -4.21], [-3.18, 2.63, -3.15], [-2.96, 1.74, -2.09], [-3.52, 0.45, -2.10], [-2.53, 3.92, -3.21], [-2.07, 4.42, -4.22], [-2.50, 4.54, -2.13], [-4.76, -0.92, -3.12], [-5.05, 0.61, -5.10], [-4.07, 2.88, -5.03], [-2.30, 2.04, -1.29], [-3.22, -0.24, -1.33], [-0.25, -2.87, 1.29], [1.06, -2.79, 0.70], [2.05, -2.94, 1.64], [3.49, -3.10, 0.92], [3.68, -2.05, -0.14], [5.03, -1.64, -0.29], [-0.55, -3.92, 1.28], [-0.90, -2.27, 0.66], [-0.24, -2.47, 2.30], [1.88, -3.79, 2.31], [2.03, -2.04, 2.25], [3.58, -4.12, 0.55], [4.28, -3.08, 1.66], [5.18, -1.12, -1.24], [5.67, -2.52, -0.34], [5.41, -1.06, 0.55], [0.20, -1.89, -5.70], [-0.11, -2.15, -4.32], [-1.28, -2.97, -4.08], [-1.69, -2.77, -2.61], [-0.72, -3.47, -1.74], [-1.11, -4.70, -1.34], [0.55, -2.78, -6.21], [0.99, -1.13, -5.65], [-0.69, -1.50, -6.18], [-1.10, -4.01, -4.36], [-2.09, -2.55, -4.68], [-2.70, -3.15, -2.50], [-1.78, -1.73, -2.29], [-1.22, -5.44, -2.14], [-2.10, -4.65, -0.89], [-0.41, -5.16, -0.64], [4.37, -1.58, -4.37], [3.70, -1.02, -3.27], [3.67, 0.41, -3.19], [2.45, 0.90, -4.10], [1.20, 0.34, -3.66], [0.03, 1.06, -4.02], [4.20, -0.93, -5.23], [3.87, -2.54, -4.49], [5.43, -1.75, -4.15], [4.61, 0.88, -3.48], [3.53, 0.60, -2.12], [2.63, 0.70, -5.16], [2.37, 1.98, -3.99], [-0.03, 2.04, -3.54], [-0.87, 0.48, -3.84], [0.03, 1.30, -5.09]]}

=====

Record 5
{"formula": "C18H46ClN3O5PS", "method": "wB97M-V/def2-TZVPD", "e_homo_ev": -10.16, "multiplicity": 1, "gap_ev": 5.4073, "fmax_ev_per_a": 4.32, "energy_ev": -66753.3024, "total_charge": 1, "species": ["C", "C", "C", "C", "N", "S", "C", "C", "P", "O", "Cl", "H", "H", "H", "H", "H", "H", "H", "H", "H", "H", "H", "H", "H", "H", "H", "H", "C", "O", "C", "C", "N", "C", "C", "O", "C", "H", "H", "H", "H", "H", "H", "H", "H", "H", "H", "H", "H", "H", "H", "H", "C", "O", "C", "C", "N", "C", "C", "O", "C", "H", "H", "H", "H", "H", "H", "H", "H", "H", "H", "H", "H", "H", "H", "H"], "xyz": [[-0.05, 6.79, 2.56], [-1.68, 6.84, 2.70], [-2.50, 6.98, 1.28], [-2.87, 5.51, 0.58], [-1.97, 5.19, -0.59], [-0.52, 4.34, -0.13], [0.80, 4.91, -1.38], [2.16, 5.49, -0.65], [-0.69, 2.21, -0.41], [0.66, 1.59, -1.39], [-0.40, 1.22, 1.49], [0.36, 6.57, 1.49], [0.37, 6.00, 3.34], [0.37, 7.85, 2.90], [-1.97, 7.78, 3.37], [-2.09, 5.89, 3.28], [-3.55, 7.48, 1.54], [-2.00, 7.72, 0.50], [-2.98, 4.65, 1.37], [-3.97, 5.67, 0.13], [-2.48, 4.61, -1.31], [1.14, 4.06, -2.11], [0.33, 5.76, -2.06], [1.90, 6.55, -0.25], [3.01, 5.53, -1.49], [2.51, 4.75, 0.18], [0.36, 1.51, -2.35], [1.75, -1.09, 0.80], [2.99, -1.61, 0.33], [4.12, -1.11, 1.05], [4.73, -2.19, 1.95], [3.85, -2.51, 3.08], [4.21, -3.73, 3.80], [4.22, -5.06, 3.01], [2.92, -5.51, 2.60], [2.43, -4.89, 1.42], [0.98, -1.34, 0.06], [1.47, -1.54, 1.75], [1.78, 0.00, 0.89], [3.88, -0.20, 1.62], [4.87, -0.83, 0.30], [5.69, -1.85, 2.34], [4.90, -3.07, 1.33], [2.89, -2.61, 2.74], [3.49, -3.84, 4.62], [5.19, -3.59, 4.27], [4.59, -5.83, 3.69], [4.91, -5.05, 2.16], [3.22, -4.65, 0.71], [1.87, -3.99, 1.69], [1.73, -5.58, 0.94], [-2.32, -5.31, -0.99], [-1.58, -4.77, -2.08], [-2.23, -4.94, -3.35], [-2.78, -3.59, -3.87], [-3.92, -3.13, -3.08], [-4.29, -1.73, -3.32], [-3.23, -0.65, -3.04], [-2.91, -0.48, -1.65], [-1.98, -1.42, -1.14], [-1.66, -5.34, -0.12], [-3.18, -4.69, -0.75], [-2.65, -6.33, -1.21], [-3.02, -5.70, -3.32], [-1.46, -5.29, -4.05], [-3.09, -3.71, -4.91], [-1.95, -2.88, -3.84], [-3.70, -3.23, -2.09], [-5.15, -1.53, -2.68], [-4.63, -1.64, -4.35], [-3.66, 0.31, -3.36], [-2.32, -0.78, -3.63], [-1.23, -1.72, -1.88], [-2.51, -2.29, -0.76], [-1.46, -0.96, -0.29]]}

=====

Record 6
{"formula": "C18H14FN7", "method": "wB97M-V/def2-TZVPD", "e_homo_ev": -8.30, "multiplicity": 1, "gap_ev": 8.8895, "fmax_ev_per_a": 6.32, "smiles": "NC1=N[C@H](c2c[nH]nc2-c2cccc(F)c2)n2c(nc3ccccc32)N1", "energy_ev": -32039.3578, "total_charge": 0, "species": ["N", "C", "N", "C", "C", "C", "N", "N", "C", "C", "C", "C", "C", "C", "F", "C", "N", "C", "N", "C", "C", "C", "C", "C", "C", "N", "H", "H", "H", "H", "H", "H", "H", "H", "H", "H", "H", "H", "H", "H"], "xyz": [[1.17, 2.71, 3.44], [1.10, 2.41, 2.14], [0.13, 1.48, 1.83], [0.06, 0.81, 0.50], [0.00, -0.63, 0.90], [1.04, -1.42, 1.07], [0.54, -2.75, 1.15], [-0.76, -2.74, 0.85], [-1.18, -1.53, 0.75], [-2.58, -1.23, 0.31], [-3.36, -2.18, -0.43], [-4.80, -2.02, -0.55], [-5.40, -0.95, 0.10], [-4.65, 0.04, 0.74], [-5.17, 1.26, 0.92], [-3.27, -0.08, 0.75], [1.32, 1.05, -0.20], [2.16, 2.07, 0.25], [3.26, 2.12, -0.44], [3.15, 1.16, -1.45], [3.90, 0.86, -2.47], [3.59, -0.19, -3.35], [2.45, -0.89, -3.19], [1.56, -0.67, -2.03], [1.90, 0.53, -1.29], [2.07, 2.86, 1.32], [0.56, 2.16, 4.03], [1.52, 3.62, 3.80], [-0.85, 1.12, -0.04], [2.05, -1.14, 1.11], [1.13, -3.61, 1.01], [-2.80, -3.06, -0.86], [-5.47, -2.74, -1.13], [-6.44, -0.70, 0.07], [-2.77, 0.81, 1.16], [4.75, 1.54, -2.57], [4.24, -0.26, -4.17], [2.23, -1.63, -3.94], [0.66, -1.24, -1.83], [2.96, 3.04, 1.75]]}

=====

Record 7
{"formula": "C23H31ClN4O", "method": "wB97M-V/def2-TZVPD", "e_homo_ev": -8.02, "multiplicity": 1, "gap_ev": 8.6036, "fmax_ev_per_a": 0.81, "smiles": "C[C@@H](Cc1ccc(Cl)cc1)N1CCC(n2nccc2NC(=O)C2CCCC2)CC1", "energy_ev": -44885.2373, "total_charge": 0, "species": ["C", "C", "C", "C", "C", "C", "C", "Cl", "C", "C", "N", "C", "C", "C", "N", "N", "C", "C", "C", "N", "C", "O", "C", "C", "C", "C", "C", "C", "C", "H", "H", "H", "H", "H", "H", "H", "H", "H", "H", "H", "H", "H", "H", "H", "H", "H", "H", "H", "H", "H", "H", "H", "H", "H", "H", "H", "H", "H", "H", "H"], "xyz": [[-2.25, -1.90, -2.00], [-1.89, -0.43, -2.29], [-3.18, 0.40, -2.55], [-4.07, 0.52, -1.36], [-3.90, 1.58, -0.46], [-4.70, 1.70, 0.66], [-5.69, 0.75, 0.89], [-6.70, 0.90, 2.29], [-5.89, -0.30, 0.01], [-5.08, -0.40, -1.11], [-1.07, 0.25, -1.30], [0.29, 0.53, -1.67], [1.26, -0.62, -1.35], [1.19, -0.92, 0.15], [2.07, -2.02, 0.48], [1.58, -3.24, 0.67], [2.61, -4.04, 0.85], [3.81, -3.34, 0.77], [3.42, -2.03, 0.53], [4.25, -0.93, 0.31], [4.16, 0.31, 0.88], [3.26, 0.64, 1.62], [5.27, 1.24, 0.43], [5.35, 2.52, 1.27], [5.23, 3.70, 0.29], [5.63, 3.11, -1.06], [5.01, 1.72, -1.02], [-0.25, -1.24, 0.54], [-1.18, -0.10, 0.09], [-2.81, -2.00, -1.08], [-1.35, -2.50, -1.93], [-2.85, -2.29, -2.82], [-1.34, -0.42, -3.23], [-2.86, 1.39, -2.87], [-3.73, -0.07, -3.37], [-3.13, 2.30, -0.64], [-4.56, 2.51, 1.35], [-6.67, -1.02, 0.20], [-5.24, -1.22, -1.80], [0.61, 1.41, -1.09], [0.34, 0.79, -2.73], [2.27, -0.35, -1.65], [0.97, -1.51, -1.91], [1.53, -0.04, 0.71], [2.45, -5.09, 1.04], [4.81, -3.71, 0.88], [5.12, -1.16, -0.15], [6.22, 0.70, 0.47], [4.55, 2.53, 2.01], [6.30, 2.57, 1.81], [5.85, 4.54, 0.58], [4.19, 4.03, 0.24], [5.28, 3.70, -1.90], [6.72, 3.02, -1.12], [5.42, 1.04, -1.76], [3.93, 1.80, -1.18], [-0.53, -2.19, 0.09], [-0.31, -1.35, 1.63], [-0.92, 0.80, 0.67], [-2.21, -0.36, 0.33]]}